(1)
{"formula": "C3H5NOS", "method": "wB97M-V/def2-TZVPD", "relative_energy_kj_mol": 400.2, "homo_lumo_gap_ev": 9.1, "smiles": "SN1C=CCO1", "homo_ev": -8.44, "elements": ["S", "N", "C", "C", "C", "O", "H", "H", "H", "H", "H"], "xyz": [[0.5019, 2.6332, 0.6246], [0.1975, 0.8641, 1.0458], [-0.9803, 0.4233, 0.2786], [-0.7113, -0.6008, -0.5231], [0.7747, -0.9265, -0.4309], [1.2267, 0.0544, 0.6180], [0.4979, 2.6991, 1.9906], [-1.8219, 1.1256, 0.5691], [-1.3353, -1.0761, -1.2777], [1.1276, -1.8293, 0.0457], [1.2002, -0.7370, -1.4106]], "atomic_forces_ev_per_a": [[-0.2, -1.3, 1.7], [-1.5, 0.1, -1.7], [0.2, 1.5, 1.4], [0.3, -0.2, 0.1], [-0.8, 2.0, 1.3], [0.8, -1.1, -1.0], [0.3, 1.0, -0.8], [0.7, -1.5, -1.0], [-0.1, 0.2, 0.5], [-0.4, -0.7, -0.5], [0.6, -0.1, 0.0]], "lowdin_charge": [0.70, -0.46, -0.18, -0.07, -0.11, -0.21, -0.12, 0.12, 0.10, 0.11, 0.11]}

***

(2)
{"formula": "C19H37Cl3GeNiO3Si3", "method": "wB97M-V/def2-TZVPD", "relative_energy_kj_mol": 92.4, "total_charge": 1, "homo_lumo_gap_ev": [5.0, 5.5], "spin_multiplicity": 2, "homo_ev": [-10.47, -10.47], "s_squared": 1.083, "elements": ["Ni", "Cl", "C", "Cl", "H", "H", "C", "C", "C", "C", "Cl", "C", "C", "C", "O", "C", "C", "O", "O", "H", "H", "H", "H", "H", "H", "H", "H", "C", "Si", "C", "C", "Ge", "Si", "C", "C", "C", "Si", "C", "C", "C", "H", "H", "H", "H", "H", "H", "H", "H", "H", "H", "H", "H", "H", "H", "H", "H", "H", "H", "H", "H", "H", "H", "H", "H", "H", "H", "H"], "xyz": [[0.3065, -2.1958, 1.0643], [2.4920, -3.2356, 1.1671], [2.2660, -3.5826, 2.8984], [0.6463, -3.0155, 3.3561], [3.0027, -3.0251, 3.4647], [2.3262, -4.6533, 3.0539], [-4.5047, -0.8297, -4.6372], [-3.4184, -0.0590, -3.9501], [-3.3803, 1.3245, -3.9632], [-2.3605, 2.0168, -3.3185], [-2.3484, 3.7541, -3.3437], [-1.3703, 1.3376, -2.6459], [-1.4026, -0.0518, -2.6067], [-2.4063, -0.7441, -3.2633], [-2.4876, -2.1079, -3.2998], [-1.5337, -2.8204, -2.5525], [-1.7680, -2.6775, -1.0485], [-2.8673, -2.4913, -0.5915], [-0.6855, -2.8402, -0.3123], [-5.2033, -0.1561, -5.1292], [-5.0518, -1.4444, -3.9214], [-4.0883, -1.5080, -5.3828], [-4.1504, 1.8774, -4.4848], [-0.5888, 1.8886, -2.1358], [-0.6374, -0.5736, -2.0520], [-0.5101, -2.5513, -2.8208], [-1.6793, -3.8727, -2.8011], [-2.9140, 0.6992, 0.1518], [-1.5666, 0.5941, 1.4177], [-2.0688, -0.7231, 2.6608], [-1.3139, 2.2763, 2.2173], [0.8138, 0.1703, 0.8638], [2.0107, 0.8858, 2.8913], [3.6846, 0.0272, 2.9916], [1.0765, 0.4603, 4.4674], [2.3069, 2.7353, 2.8658], [2.3876, 0.5017, -0.9852], [1.8763, -0.1217, -2.6697], [2.6739, 2.3499, -1.0071], [3.9792, -0.4076, -0.5965], [-3.7967, 0.9528, 0.7520], [-3.1105, -0.2496, -0.3425], [-2.7799, 1.4808, -0.5921], [-3.1163, -0.5602, 2.9270], [-1.4819, -0.7233, 3.5787], [-2.0517, -1.7199, 2.2035], [-2.2996, 2.6619, 2.4952], [-0.8753, 2.9966, 1.5232], [-0.7102, 2.2420, 3.1215], [3.6633, -1.0189, 2.6804], [4.0367, 0.0658, 4.0254], [4.4326, 0.5299, 2.3779], [0.6917, -0.5567, 4.4849], [0.2430, 1.1360, 4.6614], [1.7727, 0.5579, 5.3048], [2.8096, 3.0805, 1.9637], [2.9670, 2.9569, 3.7099], [1.4013, 3.3260, 2.9917], [1.1337, 0.4911, -3.1757], [1.5110, -1.1497, -2.6427], [2.7859, -0.1202, -3.2778], [1.7539, 2.9242, -1.1281], [3.3181, 2.5805, -1.8600], [3.1842, 2.6972, -0.1096], [3.8470, -1.4890, -0.6365], [4.4478, -0.1506, 0.3491], [4.6794, -0.1525, -1.3974]], "atomic_forces_ev_per_a": [[-0.2, -0.6, 0.3], [0.0, 0.1, -0.1], [0.0, 0.0, 0.0], [0.0, 0.1, 0.1], [0.0, 0.0, 0.0], [0.0, 0.0, 0.0], [0.0, 0.0, 0.0], [0.0, 0.0, 0.0], [0.0, 0.0, 0.0], [0.0, 0.0, 0.0], [0.0, 0.0, 0.0], [0.0, 0.0, -0.1], [0.0, 0.0, -0.1], [0.0, -0.1, 0.0], [0.1, 0.1, 0.0], [-0.2, -0.1, 0.0], [-0.1, 0.1, 0.2], [0.0, 0.1, 0.0], [0.2, 0.0, -0.5], [0.0, 0.0, 0.0], [0.0, 0.0, 0.0], [0.0, 0.0, 0.0], [0.0, 0.0, 0.0], [0.0, 0.0, 0.0], [0.0, 0.0, 0.0], [0.0, 0.1, 0.0], [0.0, 0.0, 0.0], [0.0, 0.1, 0.1], [-0.2, 0.0, 0.1], [0.1, -0.1, -0.1], [-0.1, 0.0, 0.0], [0.2, 0.6, 0.0], [0.0, -0.2, 0.1], [0.0, 0.0, 0.0], [0.0, 0.1, 0.0], [0.0, 0.0, -0.1], [0.0, -0.1, -0.2], [0.0, 0.0, 0.0], [0.0, 0.0, 0.0], [0.0, 0.0, 0.0], [0.0, 0.0, 0.0], [0.0, 0.0, 0.0], [0.0, 0.0, 0.0], [0.0, 0.1, 0.0], [0.0, 0.0, 0.0], [0.0, 0.0, 0.0], [0.0, 0.0, 0.0], [0.0, 0.0, 0.0], [0.0, 0.0, 0.0], [0.0, 0.0, 0.0], [0.0, 0.0, 0.0], [0.0, 0.0, 0.0], [0.0, 0.0, 0.0], [0.0, 0.0, 0.0], [0.0, 0.0, 0.0], [0.0, 0.0, 0.0], [0.0, 0.0, 0.0], [-0.1, 0.0, 0.0], [0.0, 0.0, 0.0], [0.0, 0.0, 0.0], [0.0, 0.0, 0.0], [0.0, 0.0, 0.0], [0.0, 0.0, 0.0], [0.0, 0.0, 0.0], [0.0, 0.0, 0.0], [0.0, 0.0, 0.0], [0.0, 0.0, 0.0]], "lowdin_charge": [0.15, 0.71, -0.82, 0.72, 0.04, 0.06, -0.02, -0.18, -0.05, -0.67, 0.67, -0.15, -0.05, -0.21, -0.01, -0.09, -0.58, 0.11, -0.17, 0.08, 0.09, 0.09, 0.12, 0.10, 0.07, 0.12, 0.15, -0.17, 0.39, -0.21, -0.21, 0.77, 0.35, -0.21, -0.22, -0.19, 0.34, -0.20, -0.20, -0.21, 0.06, 0.02, 0.03, 0.05, 0.01, 0.01, 0.05, 0.04, 0.00, -0.01, 0.04, 0.03, -0.03, 0.03, 0.04, 0.01, 0.05, 0.03, 0.02, 0.03, 0.05, 0.03, 0.05, 0.01, 0.00, 0.01, 0.05]}